Formula: C44H59IN11S2SiY
Source: the OMol25 dataset
Level of theory: ωB97M-V/def2-TZVPD

Positions of all 119 atoms, in Å:
1 Y 9.474 11.593 11.889
2 C 9.030 14.674 10.325
3 N 8.152 13.692 10.881
4 C 7.112 14.266 11.684
5 C 7.205 13.731 13.082
6 N 7.371 12.498 13.552
7 C 7.142 12.570 14.913
8 C 6.989 11.588 15.875
9 C 6.509 11.928 17.141
10 C 6.138 13.289 17.410
11 C 6.207 14.198 16.428
12 C 6.767 13.837 15.214
13 N 6.887 14.584 14.107
14 C 10.414 14.185 9.979
15 N 10.747 12.960 9.991
16 C 12.075 12.931 9.442
17 C 12.887 11.889 8.950
18 C 14.123 12.195 8.486
19 C 14.551 13.555 8.428
20 C 13.729 14.637 8.816
21 C 12.435 14.266 9.168
22 N 11.358 15.027 9.462
23 H 9.105 15.330 11.210
24 H 8.616 15.308 9.490
25 H 7.837 13.160 10.093
26 H 6.151 13.936 11.338
27 H 7.133 15.369 11.701
28 H 7.311 10.577 15.540
29 H 6.286 11.064 17.771
30 H 5.849 13.311 18.428
31 H 5.874 15.248 16.496
32 H 6.340 15.439 14.008
33 H 12.535 10.897 8.907
34 H 14.885 11.508 8.170
35 H 15.563 13.805 8.116
36 H 14.146 15.586 8.892
37 H 11.155 15.995 9.301
38 S 10.697 13.491 13.310
39 C 11.023 12.810 14.918
40 N 11.640 13.326 15.990
41 N 12.216 14.465 15.859
42 C 12.813 15.099 16.934
43 C 13.146 14.457 18.074
44 C 13.521 15.163 19.196
45 C 13.803 16.514 19.077
46 C 13.485 17.154 17.913
47 C 12.899 16.484 16.834
48 N 10.539 11.559 15.220
49 N 10.010 10.896 14.340
50 C 9.590 9.570 14.871
51 C 10.301 8.949 15.921
52 C 9.985 7.650 16.245
53 C 8.931 6.989 15.604
54 C 8.222 7.631 14.587
55 C 8.647 8.878 14.184
56 H 12.478 14.764 14.937
57 H 12.965 13.403 18.198
58 H 13.678 14.638 20.129
59 H 14.240 17.156 19.866
60 H 13.686 18.192 17.883
61 H 12.578 16.976 15.893
62 H 11.095 9.466 16.461
63 H 10.425 7.193 17.138
64 H 8.562 6.014 15.889
65 H 7.388 7.066 14.141
66 H 8.079 9.417 13.390
67 I 12.110 10.031 11.832
68 S 4.671 9.215 19.610
69 C 6.293 9.383 19.570
70 N 6.963 10.370 20.186
71 C 8.384 10.369 19.932
72 C 8.519 9.352 18.749
73 N 7.142 8.594 18.825
74 H 6.465 10.938 20.873
75 H 8.967 10.090 20.784
76 H 8.704 11.365 19.576
77 H 9.307 8.566 18.776
78 H 8.532 9.903 17.819
79 H 6.765 8.347 17.942
80 C 9.126 8.026 10.797
81 C 8.612 8.375 9.393
82 C 9.870 8.455 8.561
83 C 7.691 7.212 8.896
84 Si 7.998 10.236 9.559
85 C 7.935 11.047 7.745
86 C 7.034 12.319 7.720
87 C 7.320 10.158 6.623
88 C 9.336 11.530 7.318
89 C 6.122 9.904 10.302
90 C 6.144 9.112 11.567
91 C 5.562 11.277 10.738
92 C 5.110 9.302 9.319
93 H 9.351 6.925 10.806
94 H 8.477 8.223 11.551
95 H 10.082 8.528 11.010
96 H 10.205 7.371 8.633
97 H 10.741 8.888 8.966
98 H 9.776 8.850 7.494
99 H 8.291 6.253 8.831
100 H 7.216 7.290 7.919
101 H 6.980 6.956 9.689
102 H 5.957 12.142 7.810
103 H 7.131 12.985 6.903
104 H 7.159 12.977 8.541
105 H 6.237 10.137 6.675
106 H 7.738 9.145 6.585
107 H 7.574 10.642 5.663
108 H 9.832 11.909 8.204
109 H 9.202 12.374 6.624
110 H 9.933 10.797 6.788
111 H 6.752 9.502 12.318
112 H 6.336 8.076 11.316
113 H 5.115 9.064 11.991
114 H 6.296 11.755 11.444
115 H 4.550 11.170 11.099
116 H 5.559 11.962 9.901
117 H 5.582 8.400 8.897
118 H 4.888 10.047 8.475
119 H 4.210 8.917 9.772

**Energy above the lowest of the compared OMol25 structures with the same formula, charge and spin**: 212.6 kJ/mol
**Highest occupied orbital energy**: -6.941 eV
**HOMO-LUMO gap**: 6.5 eV
**Multiplicity**: 1

Here are the Löwdin charges for atoms 1 to 5, given in e: 0.92 -0.15 -0.12 -0.13 -0.30